[1]
Below is a molecular structure, C14H14N2PtSSe2, with properties calculated with ωB97M-V/def2-TZVPD.

Atoms and positions in Å:
1 Pt 0.1565 -1.3597 1.6614
2 C -0.5005 -4.3949 -0.0096
3 Se -0.9601 -2.5150 -0.1466
4 C 0.5467 -1.9425 -1.2876
5 C 1.9482 -2.0083 -0.6810
6 Se 2.3668 -0.6568 0.7074
7 C 3.8460 -1.6534 1.4751
8 H -0.7040 -4.8691 -0.9669
9 H -1.1396 -4.8259 0.7575
10 H 0.5392 -4.5260 0.2762
11 H 0.2722 -0.9229 -1.5559
12 H 0.5162 -2.5594 -2.1868
13 H 2.6779 -1.8690 -1.4798
14 H 2.1414 -2.9683 -0.2018
15 H 4.6030 -1.7663 0.7023
16 H 3.4934 -2.6161 1.8301
17 H 4.2355 -1.0701 2.3045
18 S 1.0006 -3.2700 2.7849
19 C 1.9367 -2.4606 3.9477
20 N 2.5691 -1.9018 4.7361
21 N -3.5977 6.8407 -2.6426
22 C -3.1693 5.9007 -2.1390
23 C -2.6314 4.7249 -1.5100
24 C -3.4728 3.6641 -1.1812
25 C -2.9531 2.5335 -0.5809
26 C -1.5869 2.4413 -0.2996
27 C -0.7534 3.5139 -0.6297
28 C -1.2685 4.6461 -1.2301
29 C -1.0502 1.2627 0.3143
30 C -0.6106 0.2637 0.8413
31 H -4.5301 3.7338 -1.3980
32 H -3.6013 1.7080 -0.3209
33 H 0.3026 3.4473 -0.4062
34 H -0.6224 5.4752 -1.4847

Results
HOMO energy in eV: -8.2915
Kohn-Sham gap in eV: 7.17

Löwdin population analysis, charges in e, atoms 1 to 2: 0.463, -0.383

[2]
Below is C14H14N4O3 in the gas phase in a non-equilibrium geometry, with properties calculated with ωB97M-V/def2-TZVPD.

Atoms and positions in Å:
1 C -4.8965 -1.9573 1.0392
2 C -4.0911 -0.7923 0.5635
3 C -4.6831 0.4173 0.2136
4 C -3.8476 1.4414 -0.2219
5 C -4.3676 2.7785 -0.6311
6 N -2.5342 1.2647 -0.2944
7 C -2.0638 0.0884 0.0667
8 N -0.7040 -0.1521 0.0115
9 C 0.2965 0.7435 -0.2832
10 O 0.1297 1.9103 -0.5258
11 C 1.6602 0.1202 -0.2650
12 C 1.9125 -1.1826 -0.6898
13 C 3.2019 -1.6779 -0.6908
14 C 4.2909 -0.9145 -0.2757
15 C 5.6562 -1.5123 -0.2847
16 C 4.0215 0.3956 0.1413
17 N 5.0642 1.2860 0.5943
18 O 6.2017 1.0782 0.2302
19 O 4.7327 2.2001 1.3176
20 C 2.7287 0.9046 0.1396
21 N -2.7753 -0.9547 0.4887
22 H -5.4211 -1.6972 1.9569
23 H -4.2428 -2.8037 1.2267
24 H -5.6394 -2.2300 0.2920
25 H -5.7508 0.5534 0.2763
26 H -5.0310 2.6764 -1.4884
27 H -4.9340 3.2275 0.1828
28 H -3.5321 3.4202 -0.8932
29 H -0.4593 -1.0891 0.3024
30 H 1.1080 -1.8071 -1.0499
31 H 3.3781 -2.6893 -1.0258
32 H 6.2557 -1.0646 -1.0763
33 H 6.1802 -1.3202 0.6495
34 H 5.5990 -2.5853 -0.4493
35 H 2.5563 1.9241 0.4523

Results
HOMO energy in eV: -9.2491
Kohn-Sham gap in eV: 8.80

Löwdin population analysis, charges in e, atoms 1 to 2: -0.033, -0.323

[3]
Below is C14H14N4O4S2 in the gas phase in a non-equilibrium geometry, with properties calculated with ωB97M-V/def2-TZVPD.

Atoms and positions in Å:
1 C -7.2207 -0.5130 -2.1603
2 C -6.0216 -0.3400 -1.2373
3 C -6.2545 -0.9996 0.0885
4 O -7.2414 -1.6092 0.4112
5 N -5.2240 -0.8859 1.0230
6 C -4.0265 -0.2585 0.9275
7 N -3.5497 0.3564 -0.0973
8 N -2.3499 0.8872 0.0925
9 C -1.8703 0.6938 1.2708
10 S -0.3349 1.2587 1.8328
11 C 0.2018 2.2058 0.3657
12 C 1.7117 2.1541 0.1469
13 O 2.3213 3.1500 -0.1642
14 N 2.2332 0.9127 0.2979
15 C 3.5683 0.5012 0.1885
16 C 4.5849 1.3615 -0.2046
17 C 5.9026 0.9227 -0.3018
18 C 6.1616 -0.3905 0.0027
19 C 5.1398 -1.2576 0.3960
20 C 3.8381 -0.8408 0.4970
21 O 5.6619 -2.4982 0.6385
22 C 7.0489 -2.3881 0.3922
23 O 7.3513 -1.0704 -0.0099
24 S -2.9302 -0.2304 2.3307
25 H -7.4175 -1.5683 -2.3293
26 H -7.0317 -0.0310 -3.1152
27 H -8.1080 -0.0739 -1.7122
28 H -5.1202 -0.7678 -1.6808
29 H -5.8091 0.7170 -1.0646
30 H -5.4262 -1.3364 1.9085
31 H -0.0994 3.2449 0.4941
32 H -0.3253 1.7786 -0.4888
33 H 1.5945 0.1826 0.5874
34 H 4.3480 2.3861 -0.4336
35 H 6.6903 1.5906 -0.6050
36 H 3.0593 -1.5196 0.8044
37 H 7.3380 -3.0932 -0.4034
38 H 7.6057 -2.6312 1.3116

Results
HOMO energy in eV: -7.9339
Kohn-Sham gap in eV: 8.19

Löwdin population analysis, charges in e, atoms 1 to 2: -0.091, -0.179

[4]
Below is 2 unconnected molecules or ions with the total composition C14H15BBrF8NO4 in a non-equilibrium geometry, with properties calculated with ωB97M-V/def2-TZVPD.

Atoms and positions in Å:
1 C 1.8497 -2.4615 -2.3954
2 C 0.6873 -2.8735 -1.4912
3 N -0.0819 -1.7771 -0.9011
4 C -0.6420 -0.8630 -1.7821
5 C -1.7312 -1.0903 -2.5303
6 B -2.5746 -2.4224 -2.4495
7 C -3.9900 -2.3814 -1.7511
8 O -2.1065 -3.5820 -2.9788
9 C -2.2285 -0.0623 -3.4609
10 O -3.2778 -0.2224 -4.0676
11 C -1.4246 1.1595 -3.6533
12 C -0.3535 1.4082 -2.9147
13 Br 0.7102 2.9326 -3.1487
14 C 0.0541 0.4602 -1.8486
15 O 0.9358 0.7453 -1.0469
16 H 2.7873 -2.3494 -1.8657
17 H 2.0015 -3.2405 -3.1324
18 H 1.6632 -1.5503 -2.9523
19 H 1.1041 -3.4268 -0.6600
20 H 0.0528 -3.5642 -2.0226
21 H 0.4266 -1.3121 -0.1638
22 H -3.8738 -2.4440 -0.6744
23 H -4.4385 -1.4202 -1.9707
24 H -4.6676 -3.1454 -2.1156
25 H -2.8196 -4.1918 -3.1823
26 H -1.7302 1.8337 -4.4350
27 F 2.8666 2.7182 4.6451
28 C 3.0771 3.4515 3.5400
29 F 3.2425 4.7374 3.9292
30 C 1.9058 3.3885 2.5508
31 F 0.8138 3.9750 3.0849
32 F 2.3030 4.1680 1.5055
33 C 1.5171 2.0320 1.9258
34 O 0.4014 1.3010 2.4439
35 C 0.4642 0.3942 3.4769
36 F 1.7268 0.0972 3.8310
37 F -0.0849 -0.7525 3.0133
38 C -0.3995 0.8040 4.6784
39 F -0.0494 2.0083 5.1560
40 F -0.2343 -0.1091 5.6627
41 H 3.9997 3.1167 3.0578
42 H 1.1846 2.2890 0.9222
43 H 2.3842 1.3879 1.7861
44 H -1.4509 0.8337 4.3855

Results
HOMO energy in eV: -9.2165
Kohn-Sham gap in eV: 7.48

Löwdin population analysis, charges in e, atoms 1 to 2: -0.064, -0.217

[5]
Below is C14H15Cl in the gas phase in a non-equilibrium geometry, with properties calculated with ωB97M-V/def2-TZVPD.

Atoms and positions in Å:
1 C 0.7378 -0.3065 2.6602
2 C -0.1270 0.5337 1.8710
3 Cl -0.3121 2.0841 2.5988
4 C -0.8097 0.2049 0.7618
5 C -1.9362 0.9964 0.2232
6 C -2.9033 0.4468 -0.5461
7 C -2.9760 -0.9900 -0.8096
8 C -1.9071 -1.7634 -0.3789
9 C -0.5791 -1.1139 0.1830
10 C 0.5722 -1.0306 -0.9724
11 C 0.1368 0.1452 -1.8884
12 C 0.5390 1.3936 -1.7764
13 C 1.5045 1.7873 -0.7214
14 C 2.1633 0.6122 -0.0978
15 C 1.8126 -0.6323 -0.3170
16 H 0.0970 -0.7080 3.5670
17 H 1.5143 0.2520 3.1473
18 H 0.9777 -1.2053 2.0904
19 H -2.1476 1.9979 0.5264
20 H -3.7130 1.0911 -0.9483
21 H -3.8360 -1.5017 -1.1915
22 H -1.8353 -2.7914 -0.6718
23 H -0.0461 -1.8107 0.7683
24 H 0.6027 -1.9834 -1.5700
25 H -0.4785 0.1303 -2.7474
26 H 0.2762 2.1841 -2.3676
27 H 2.3026 2.4557 -1.1845
28 H 1.0117 2.4642 -0.0048
29 H 2.9914 0.7865 0.5315
30 H 2.4969 -1.4634 0.0641

Results
HOMO energy in eV: -7.5699
Kohn-Sham gap in eV: 7.87

Löwdin population analysis, charges in e, atoms 1 to 2: -0.132, -0.693

[6]
Below is a molecular structure, C14H15Cl2IrN3O5 in a non-equilibrium geometry, with properties calculated with ωB97M-V/def2-TZVPD.

Atoms and positions in Å:
1 Ir 1.2981 0.7231 0.2688
2 O 0.4563 1.9081 2.1286
3 C -0.5485 2.8426 2.4880
4 C -1.6952 2.9285 1.4823
5 N -1.6356 0.3346 -0.0290
6 C -2.0193 -0.7927 0.8215
7 C -1.9768 -0.6061 2.3649
8 O -2.9746 -1.0470 2.9440
9 O -0.9353 -0.1233 2.8840
10 C -1.2023 3.0210 0.0655
11 C -3.2291 2.1240 -2.7814
12 O -3.9916 1.2937 -2.8166
13 O -0.0091 1.5797 -1.6372
14 H 0.0801 1.0182 2.4313
15 H -0.0628 3.8162 2.5956
16 H -0.9512 2.5451 3.4584
17 H -2.3247 3.7932 1.7025
18 H -2.3194 2.0352 1.5896
19 H -1.3575 -1.6205 0.5575
20 H -3.0429 -1.0450 0.5539
21 H -0.1861 3.3954 -0.0672
22 H -1.8043 3.6930 -0.5557
23 Cl -1.3310 1.4442 -0.9055
24 C 1.5414 -0.5647 -3.1620
25 C 1.1546 -1.0395 -4.3775
26 C 0.7755 -2.3856 -4.4569
27 C 0.8125 -3.1578 -3.3028
28 C 1.2112 -2.6072 -2.0967
29 Cl 1.2252 -3.6351 -0.6805
30 C 1.5634 -1.2363 -1.9333
31 N 1.9147 -0.7170 -0.7445
32 H 1.1351 -0.4032 -5.2553
33 H 0.4446 -2.8148 -5.3943
34 H 0.5228 -4.2002 -3.3279
35 C 3.3777 -2.1939 2.6991
36 C 3.0834 -0.8199 2.3151
37 N 2.6911 0.1430 1.8177
38 H 2.6566 -2.5184 3.4482
39 H 4.3851 -2.2935 3.0984
40 H 3.2681 -2.8171 1.8095

Results
HOMO energy (spin up / spin down) in eV: -2.7967 / -4.0337
Spin multiplicity: 5
Charge: -1
Kohn-Sham gap (spin up / spin down) in eV: 5.63 / 6.69

Löwdin population analysis, charges in e, atoms 1 to 2: 0.979, -0.253

[7]
Below is C14H15Cl3N2O4S in the gas phase in a non-equilibrium geometry, with properties calculated with ωB97M-V/def2-TZVPD.

Atoms and positions in Å:
1 C -1.1989 0.9432 4.6353
2 C -0.6979 0.0149 3.5299
3 C -1.8776 -0.5479 2.7356
4 C 0.3006 0.7597 2.6357
5 C 0.9662 -0.1620 1.6167
6 N 0.0473 -0.4446 0.5091
7 S -0.3309 0.8978 -0.3859
8 O -1.5196 1.4790 0.1230
9 O 0.8140 1.7272 -0.5824
10 O -0.6386 0.1234 -1.7820
11 C -0.1204 0.6638 -2.9683
12 C -1.0954 1.6701 -3.5779
13 Cl -2.6594 0.8944 -3.8524
14 Cl -0.4407 2.2295 -5.1217
15 Cl -1.3044 3.0445 -2.4756
16 C 1.3758 -1.4535 2.2749
17 C 2.2925 -2.2905 1.6629
18 C 2.6999 -3.4744 2.2724
19 C 3.6286 -4.3171 1.6246
20 N 4.3793 -5.0003 1.0907
21 C 2.1885 -3.8144 3.5289
22 C 1.2792 -2.9875 4.1422
23 C 0.8489 -1.8059 3.5242
24 O -0.0353 -1.0649 4.2070
25 H -1.8352 0.3881 5.3191
26 H -0.3632 1.3508 5.1985
27 H -1.7677 1.7580 4.1990
28 H -2.6402 -0.9119 3.4203
29 H -1.5520 -1.3697 2.1037
30 H -2.2962 0.2243 2.0978
31 H 1.0839 1.1865 3.2672
32 H -0.2075 1.5685 2.1136
33 H 1.8570 0.3462 1.2128
34 H 0.4048 -1.1671 -0.0971
35 H 0.8293 1.1702 -2.7542
36 H 0.0325 -0.1662 -3.6650
37 H 2.7093 -2.0146 0.7039
38 H 2.5112 -4.7265 4.0076
39 H 0.8713 -3.2288 5.1107

Results
HOMO energy in eV: -9.1007
Kohn-Sham gap in eV: 9.39

Löwdin population analysis, charges in e, atoms 1 to 2: -0.005, -0.516

[8]
Below is 2 unconnected molecules or ions with the total composition C14H15ClF5N5O4S in a non-equilibrium geometry, with properties calculated with ωB97M-V/def2-TZVPD.

Atoms and positions in Å:
1 C 1.5454 1.2617 2.0998
2 C 0.6450 -0.0872 1.8007
3 C 1.0492 -0.8379 0.3675
4 N -0.2326 -1.1105 -0.3868
5 N -0.7871 -0.1709 -1.2846
6 C -2.0677 -0.7057 -1.8967
7 N -2.9478 -0.1409 -2.7907
8 Cl -4.3064 -1.1451 -3.2835
9 C -2.7317 1.2738 -3.3214
10 C -2.6039 2.5206 -2.2827
11 C -2.4305 3.9146 -3.1032
12 C -2.3724 3.8966 -4.7053
13 N -2.4362 2.7830 -5.6924
14 C -2.6334 1.5387 -4.8990
15 N -2.1869 -2.0833 -1.2712
16 C -1.0567 -2.3738 -0.2885
17 S -0.8875 -3.9377 0.7245
18 O -1.3262 -3.6070 2.1726
19 O -1.9756 -4.9357 0.1633
20 C 0.7575 -4.8181 0.5716
21 F 1.1340 -4.9641 -0.8618
22 F 1.8582 -4.2060 1.4003
23 C 0.6190 -6.3797 1.1553
24 F 1.8923 -6.7553 1.8771
25 F -0.4537 -6.4899 2.2109
26 F 0.4455 -7.3868 0.0694
27 H 0.8214 2.1420 2.4202
28 H 2.1474 1.6255 1.1598
29 H 2.2908 1.0667 2.9806
30 H -0.4715 0.2531 1.6703
31 H 0.6939 -0.8766 2.6681
32 H 1.6997 -1.7861 0.5836
33 H 1.7493 -0.0942 -0.2448
34 H -0.3679 0.7613 -1.5023
35 H -2.6729 2.3832 -1.1231
36 H -2.3251 4.9317 -2.5153
37 H -2.2549 4.9705 -5.2183
38 H -2.7428 0.5604 -5.5780
39 C 3.6227 4.4802 4.2782
40 C 3.4792 3.6796 2.9955
41 O 4.2017 2.6470 2.9205
42 O 2.6521 4.1519 2.1663
43 H 4.3512 4.0219 4.9541
44 H 3.9574 5.4957 4.0465
45 H 2.6587 4.5327 4.7929

Results
HOMO energy in eV: -6.3317
Kohn-Sham gap in eV: 2.96

Löwdin population analysis, charges in e, atoms 1 to 2: -0.123, -0.201

| no. | E (Eh) |
| --- | --- |
| 1 | -5971.674602 |
| 2 | -986.594335 |
| 3 | -1858.252866 |
| 4 | -4296.026258 |
| 5 | -1002.536185 |
| 6 | -2107.211593 |
| 7 | -2731.714226 |
| 8 | -2474.168452 |